14
Properties=species:S:1:pos:R:3:forces:R:3 method="wB97M-V/def2-TZVPD" molar_mass_g_mol=146.24 energy_ev=-28998.6193 multiplicity=1 largest_force_ev_per_a=0.7
S 0.05814 -0.00185 2.14605 0.0 0.0 0.1
C -1.26976 -0.87280 -0.19632 -0.2 -0.2 0.7
H -0.07931 1.48414 -0.40446 0.3 -0.1 0.0
H 2.21358 1.01396 1.54627 0.3 -0.2 0.1
S -0.10198 -1.35453 -2.67215 -0.4 0.0 0.4
C -1.34811 -1.17920 -1.66127 0.0 0.0 -0.7
C 0.07494 -0.52886 0.40648 -0.2 0.0 -0.3
H -2.38632 -1.27898 -2.00905 0.3 0.0 0.1
O -2.29278 -0.93977 0.45408 0.5 0.1 -0.4
H 0.96866 2.24840 1.62823 -0.1 0.3 0.2
H 0.77107 -1.34525 0.23152 0.0 -0.2 0.0
H 1.51445 0.72433 -0.79003 -0.5 0.0 0.2
C 1.17192 1.22337 1.36584 -0.3 -0.1 -0.4
C 0.70550 0.80701 -0.04517 0.2 0.2 0.0



35
Properties=species:S:1:pos:R:3:forces:R:3 method="wB97M-V/def2-TZVPD" charge=-1 molar_mass_g_mol=404.93 energy_ev=-81367.1850 multiplicity=2 largest_force_ev_per_a=3.7
C -1.24964 -0.40458 0.86309 -0.4 -0.7 -2.2
C 2.02904 0.26758 -2.55158 0.5 -0.5 0.6
C -1.57201 2.39264 2.50379 0.2 -0.5 -0.1
H 1.63491 1.60232 1.82744 0.0 0.1 -0.1
C 0.07498 0.63101 -3.82450 -1.1 0.8 -0.2
H -1.18091 2.98735 3.32549 0.1 0.0 0.1
H -0.75069 0.10737 4.99868 0.1 0.2 0.0
N 1.71639 -0.84414 -0.34739 -1.0 -0.5 0.3
O -1.94317 1.84811 -4.19473 -0.6 0.1 0.0
Ge -0.70092 0.60148 2.43248 0.6 0.5 0.6
C -1.13050 -0.40489 4.11852 0.0 0.2 -0.7
H 1.55758 -0.02457 0.23643 0.0 -0.4 -0.1
O -1.92477 0.39349 -2.51395 -0.9 -1.8 2.7
O -1.64663 -5.11978 -2.51510 -0.3 -1.0 -0.6
H -2.15500 0.05660 0.43529 0.0 -0.2 0.6
H 3.00048 -1.49961 -1.84999 0.0 0.1 0.1
H -1.45048 -1.44498 1.15548 -0.2 0.2 0.1
H 2.00841 -1.62300 0.23608 0.0 0.2 0.0
H -2.64759 2.30225 2.63154 -0.1 -0.1 0.0
O 2.73829 1.01329 -3.22551 0.1 -0.1 -0.1
H -0.67365 -1.38976 4.08150 0.1 -0.2 0.0
N 0.73915 0.00571 -2.72546 -1.5 -1.0 1.7
H -2.20092 -0.53913 4.24146 -0.2 0.0 0.0
H 0.60601 1.53112 -4.15999 -0.2 -0.3 0.0
Ru -0.64366 -1.00028 -1.25515 2.4 2.3 -1.6
H 1.83189 0.02052 2.58468 0.1 -0.1 0.0
H 1.46169 1.43095 3.56908 0.0 0.1 0.1
C -1.41229 1.01454 -3.47988 2.4 0.4 -1.6
N -0.91035 -3.07824 -1.58930 0.3 1.5 0.8
H -1.38767 2.93153 1.57872 0.0 0.0 -0.1
H -0.01510 -0.06182 -4.67170 0.2 0.1 0.0
C -1.29062 -4.08550 -2.07777 0.0 0.4 0.5
C 2.66830 -0.55540 -1.40673 0.2 0.4 -0.5
C 1.26733 0.94880 2.61384 -0.6 -0.1 -0.2
H 3.55211 -0.01094 -1.04486 -0.2 -0.1 -0.1



13
Properties=species:S:1:pos:R:3:forces:R:3 method="wB97M-V/def2-TZVPD" smiles=BrN1CCCN1 molar_mass_g_mol=151.01 energy_ev=-76244.3418 multiplicity=1 largest_force_ev_per_a=4.4
H 1.01285 -0.20299 1.85604 -1.2 -0.7 -2.2
H -1.39629 -1.13618 -0.21723 0.0 0.6 0.4
C 0.11421 -0.03602 1.10400 0.7 0.8 2.9
Br -1.37846 1.20508 -1.95685 0.2 -0.5 0.3
H 0.33301 -1.28928 -1.89749 -0.5 -0.4 -0.8
H -0.55009 0.36293 1.94044 -0.3 -1.0 -1.5
H -0.26600 1.91240 0.29354 -0.9 1.2 0.4
C -0.33604 -1.14099 0.07508 -0.7 -1.7 2.8
H -0.21087 -2.17436 0.51839 0.3 1.0 -0.6
N 0.50556 -0.87914 -1.01313 0.8 4.3 -0.1
N 0.34088 0.67512 -1.18414 1.0 -2.7 -1.0
C 0.43980 1.14473 0.20139 -1.1 -1.4 -0.9
H 1.39142 1.55871 0.27997 1.8 0.5 0.4



12
Properties=species:S:1:pos:R:3:forces:R:3 method="wB97M-V/def2-TZVPD" smiles="[H][H].C=C.C=O" molar_mass_g_mol=60.10 energy_ev=-5285.3997 multiplicity=1 largest_force_ev_per_a=0.6
H 0.31560 -0.59661 2.09918 0.1 0.0 -0.1
C 1.03432 -0.66378 1.28537 0.0 -0.2 -0.1
O -1.56137 -0.49764 -1.25989 -0.1 0.5 -0.1
H 1.51944 -1.47966 -0.60268 -0.1 0.0 0.1
C -1.44685 0.69897 -1.32400 -0.1 -0.3 0.0
H -0.66376 1.18759 -1.93564 -0.1 -0.1 0.0
H 0.28104 1.40101 0.48519 -0.1 0.2 0.0
H 1.93699 -0.06476 1.38455 -0.1 -0.1 0.0
H -2.11608 1.38578 -0.77021 0.0 -0.1 0.0
C 0.81076 -1.42585 0.22054 0.1 0.0 0.2
H -0.09897 -2.00808 0.11270 0.2 0.1 0.1
H -0.01111 2.06303 0.30488 0.1 0.1 0.1



81
Properties=species:S:1:pos:R:3:forces:R:3 method="wB97M-V/def2-TZVPD" charge=+1 molar_mass_g_mol=552.97 energy_ev=-86072.1493 multiplicity=2 largest_force_ev_per_a=9.1
H 1.32581 -3.00316 -0.70700 0.0 -0.3 0.2
H -2.71055 -2.96347 -0.91747 -0.2 0.3 0.0
H 1.29335 2.43194 0.34136 -0.1 -0.2 0.5
H -3.80607 1.53613 -0.33745 0.0 -0.3 0.0
H -1.74676 -1.72859 -4.51318 0.1 0.4 -0.1
C -0.37853 2.44088 3.18176 0.0 0.2 -0.3
C -0.28508 2.53761 1.77106 -0.9 0.5 -0.3
H -2.49213 -3.00731 2.56370 0.2 0.0 -0.4
H -0.18083 -1.38814 -1.87784 0.9 -0.2 -1.5
P 3.04032 0.23452 -0.62150 -1.1 -0.6 0.8
H 0.97308 -0.32423 5.09496 0.3 0.0 -0.3
H 4.16218 1.99794 -1.91066 0.1 0.0 0.3
H -0.17337 -3.79761 -0.18105 0.3 0.2 0.0
H -2.19747 1.77860 -2.58775 0.0 0.2 0.0
H 1.91504 1.75602 -3.56967 -0.4 0.1 0.3
H 1.35873 -4.13974 0.64792 -0.2 0.1 -0.3
C -1.15945 3.48321 1.16408 0.1 -0.6 1.3
H -1.60035 0.38652 3.93609 -0.1 -0.3 0.0
Cl -0.89141 3.95392 -0.47470 -0.1 0.1 -0.6
C -1.89101 -0.14464 -3.17935 -1.4 0.7 -1.4
H 3.42045 -2.19303 2.82277 0.1 0.1 -0.3
H -1.88542 -3.61383 1.00011 -0.1 0.2 0.2
H 2.08227 0.57023 4.02094 -0.1 -0.2 0.0
H -4.51469 0.54373 -1.64576 -0.2 0.1 0.1
H -1.27324 3.15473 5.01946 0.0 0.0 -0.4
C 3.87677 1.81957 -0.86448 0.0 0.4 -0.6
C 0.51343 -2.26028 1.16285 0.4 1.5 -0.3
C -1.28620 3.20359 3.92645 0.2 0.0 -0.4
H -4.85243 0.17322 0.08335 -0.2 0.2 -0.3
H 0.38874 -2.18925 -4.40340 0.2 0.3 0.1
H -1.23105 1.51660 -0.35406 -0.8 -0.4 0.1
C -4.10442 0.52402 -0.63346 -0.8 -0.2 -0.3
H 0.95137 -0.53393 -4.66118 -0.2 -0.2 0.3
C -2.77892 -2.07388 -1.55786 0.0 -0.2 -0.1
C 0.26646 -1.15237 -4.05956 0.1 0.0 0.3
H 3.52144 -1.00280 1.50382 0.1 -0.1 0.1
C 0.68216 1.75038 0.96624 0.8 -0.7 -0.7
H -2.93416 4.60727 3.85610 0.3 -0.3 -0.4
H -2.91510 4.73679 1.33482 0.7 -0.2 0.4
H 3.22956 2.64546 -0.53231 0.3 -0.4 0.0
C -2.17085 4.12761 1.87895 -0.1 0.4 -0.1
C 1.64624 -0.42232 4.22475 0.2 0.2 0.6
H -2.99674 -0.22575 -3.21518 0.9 0.0 0.1
H 2.63214 -0.10157 -2.73935 -1.1 -0.1 -0.3
C -1.48856 -0.70554 3.94319 -0.2 0.1 0.3
C 0.76189 -3.34034 0.17473 0.2 -0.9 -0.1
C 0.92442 -1.00919 3.07603 0.2 -1.0 -1.3
C 4.23029 -1.01545 -1.20367 0.0 0.1 -0.4
C 1.55029 -1.69229 1.98842 -1.4 0.8 0.2
H -2.46436 -1.15167 3.73550 0.1 0.1 0.1
H 4.56247 -0.79872 -2.22836 0.2 -0.1 0.3
H -0.20600 1.54807 -4.26050 -0.3 0.0 0.4
C -2.20132 4.03473 3.27269 -0.1 -0.3 0.0
H -1.32456 -0.17803 -5.21399 0.2 -0.1 0.1
H -2.73639 -2.01231 1.11288 0.4 -0.7 0.5
H 2.47766 -1.08203 4.51832 -0.2 0.2 0.0
H 5.06912 -0.96702 -0.49499 -0.1 -0.1 -0.3
C -1.38157 1.04701 -2.48690 -0.6 0.9 -0.9
H 1.41509 -1.99612 -2.49598 -0.3 0.4 0.5
H 4.77762 1.79748 -0.22949 -0.3 0.0 -0.2
Ti 0.42592 -0.08209 -0.72856 -1.5 1.1 8.9
H 1.29162 1.12523 1.63496 0.1 0.3 -0.3
H 3.80575 -2.02862 -1.17819 0.1 0.3 0.1
H 1.52924 2.36075 -2.00110 -0.3 -0.7 0.1
H -0.42363 2.85527 -3.12087 0.4 -0.4 0.0
P -2.67568 -0.57303 -0.46309 1.3 1.3 1.0
C 2.99133 -1.91004 1.84787 0.6 -0.2 0.2
C -1.21753 -0.78349 -4.29563 0.2 -1.0 -0.8
H -3.73917 -2.09950 -2.09270 0.3 0.0 0.0
H -1.95542 -2.16236 -2.28676 -0.6 0.0 0.3
C 0.74366 -1.11967 -2.55055 0.4 -1.4 -2.3
H 0.32714 1.78563 3.69527 -0.3 0.2 -0.2
H 3.20304 -2.72029 1.14057 0.1 0.1 0.1
C -0.18603 1.78176 -3.18399 -0.7 0.1 -0.2
H -1.18419 -1.00504 4.95302 -0.2 0.1 0.0
C -1.40582 0.66914 -1.03113 1.1 -0.7 0.0
C 1.24229 1.56093 -2.70974 0.8 0.7 -0.6
C 1.67031 0.14519 -2.23825 2.6 0.3 -1.8
C -0.47960 -1.17607 2.96194 0.2 -0.9 -0.8
C -2.01711 -2.71106 1.61160 -0.6 -0.3 0.4
C -0.73554 -2.03577 1.87016 0.1 1.2 0.4